No. 1
Entry from the Open Molecules 2025 dataset: 2 unconnected molecules or ions with the total composition C3H7BrN3 at a distorted geometry (wB97M-V/def2-TZVPD).

Results
Energy relative to the best compared isomer or geometry (same formula, charge and spin), kJ/mol: 297.9
E_LUMO, hartree: -0.1202
HOMO energy, eV: -13.2
HOMO-LUMO gap, eV: 9.921
Maximum force, eV/A: 4.37
Charge: +1

Each line ends with the Löwdin charge.
Positions of all 14 atoms, in Å:
1 H -1.693913 -2.610024 -1.567222  0.110
2 H -0.399722 1.394736 -1.022115  0.039
3 H -3.428235 -1.410482 -0.092455  0.079
4 Br -1.878193 0.542392 0.517690  0.781
5 N 2.300241 0.358267 2.058736  0.150
6 H 2.016199 -0.594754 2.171881  0.149
7 C 1.261776 1.123669 0.038108  -0.141
8 H 1.302572 1.538135 -1.952871  0.209
9 N 0.661802 1.362029 -1.072313  0.126
10 C -2.368745 -1.110126 -0.220084  -0.593
11 H 2.662723 1.010909 2.698961  0.130
12 C -1.523437 -1.541374 -1.152617  -0.108
13 H -0.681194 -1.022677 -1.488420  0.006
14 N 1.768120 0.959296 1.082727  0.064

Atoms 1-3, force components in eV/Å:
H 0.1601 2.1033 0.3725
H 1.4684 0.1108 -0.4738
H 1.1428 -0.1287 0.4726

No. 2
Entry from the Open Molecules 2025 dataset: 2 unconnected molecules or ions with the total composition C5H7NO at a distorted geometry (wB97M-V/def2-TZVPD).

Results
Energy relative to the best compared isomer or geometry (same formula, charge and spin), kJ/mol: 184.2
E_LUMO, hartree: 0.0137
HOMO energy, eV: -9.4
HOMO-LUMO gap, eV: 9.763
Maximum force, eV/A: 1.57
Charge: 0

Each line ends with the Löwdin charge.
Positions of all 14 atoms, in Å:
1 H -1.821175 0.480251 -1.607226  0.082
2 H 2.271504 1.042478 1.327828  0.066
3 N 1.578318 0.351364 1.049946  0.059
4 C -0.600528 0.046684 0.119248  -0.353
5 H -1.004252 -1.891294 -0.644077  0.079
6 H -2.712980 0.441421 -0.084208  0.080
7 C -0.411020 -1.274225 0.024277  0.018
8 C -1.765248 0.742005 -0.545562  -0.068
9 H -1.692632 1.832236 -0.472810  0.068
10 H 0.263746 1.949039 0.817512  0.113
11 H 0.340404 -1.776171 0.624260  0.057
12 O 2.929582 -1.782977 -0.481390  0.034
13 C 2.170805 -1.030663 -0.875659  -0.023
14 C 0.453477 0.869855 0.747867  -0.211

Atoms 1-3, force components in eV/Å:
H 0.0094 0.0509 0.1245
H -0.1813 0.0883 0.2405
N -0.2955 0.3659 0.1098

No. 3
Entry from the Open Molecules 2025 dataset: a molecular structure, C35H45BrN4P2Pd at a distorted geometry (wB97M-V/def2-TZVPD).

Results
Energy relative to the best compared isomer or geometry (same formula, charge and spin), kJ/mol: 77.6
E_LUMO, hartree: -0.0157
HOMO energy, eV: -4.8
HOMO-LUMO gap, eV: 4.352
Maximum force, eV/A: 2.93
Charge: 0

Each line ends with the Löwdin charge.
Positions of all 88 atoms, in Å:
1 C -2.506564 -0.427755 4.128994  -0.093
2 H 3.509199 1.672445 -0.441112  0.102
3 H 1.751717 0.475705 -4.547744  0.056
4 C 2.198452 0.075526 -2.432273  -0.412
5 H 3.929872 -3.931061 0.045683  0.065
6 H -4.195052 -0.095038 2.634786  0.137
7 H -0.241895 1.136492 1.306261  0.033
8 H 2.816130 -0.646386 -1.868735  0.051
9 C -0.233456 0.204611 3.308830  -0.176
10 N -5.010112 -0.515093 -4.189811  0.040
11 N 0.479831 9.733436 4.757703  0.151
12 C -0.114788 -3.447136 1.569011  -0.388
13 H 0.991963 -3.820936 -0.988195  0.069
14 C 1.597899 5.271455 1.926656  -0.163
15 C 0.705216 8.802046 4.078648  -0.177
16 C 2.301822 -0.240465 -3.924091  -0.158
17 C 2.135180 7.551559 2.475379  -0.018
18 C -0.478764 1.472390 -2.034795  -0.398
19 H -0.970310 -3.077881 0.971221  0.072
20 H 2.693215 -5.239964 0.117727  0.064
21 H -4.909444 1.811264 -1.736898  0.119
22 H 3.757116 4.370269 0.173095  0.105
23 H 2.804894 8.407039 2.393611  0.123
24 H 3.332310 -4.363061 2.661102  0.058
25 C -1.065852 -0.478411 4.210963  -0.575
26 C -4.361197 -0.263646 -1.544644  -0.279
27 C 3.027183 -4.344940 -0.438159  -0.146
28 C 2.862390 2.368473 0.099209  -0.100
29 C 2.959316 -3.461738 3.155441  -0.162
30 H 3.567113 -2.178875 1.544137  0.066
31 C -3.087762 -0.067518 2.874528  -0.043
32 H -3.145149 -0.660055 5.014793  0.110
33 C -0.808272 0.521879 2.064474  -0.134
34 H 2.454845 -1.403573 2.683718  0.030
35 H -0.516477 1.417096 -4.218545  0.048
36 C 2.437664 6.388352 1.762311  0.002
37 H -0.159927 4.429127 2.965175  0.110
38 C -2.768227 0.066739 0.490912  0.049
39 H -4.245558 -2.385605 -1.510841  0.115
40 H -0.895349 2.958401 -3.498404  0.068
41 P 0.528349 -0.005008 -1.652131  0.862
42 H -4.738651 -2.582971 -3.994062  0.115
43 C -4.506553 -1.517559 -2.097346  -0.028
44 H 3.366099 -0.179590 -4.193809  0.070
45 H -0.910145 -5.411152 1.931229  0.067
46 H 0.266059 -2.324184 -2.482028  0.057
47 H -1.222197 -1.644775 -1.751433  0.060
48 H 3.293425 -4.659163 -1.464436  0.070
49 H 2.106600 -3.732886 3.783700  0.055
50 H 2.160296 -2.500459 -1.258478  0.031
51 N 1.684593 1.911430 0.688372  -0.071
52 H 0.810610 0.443658 3.458282  0.084
53 N 1.868617 4.062959 1.232767  -0.016
54 C -4.857125 0.834793 -2.218785  -0.013
55 P 1.309209 -2.479927 0.964295  0.819
56 Pd 1.121777 -0.217825 0.627255  0.177
57 H 0.866783 -5.362236 2.034713  0.062
58 H -1.824638 -0.450997 -3.774726  0.060
59 C -0.003854 -4.985442 1.476350  -0.151
60 C 1.885143 -3.320317 -0.565913  -0.411
61 H -0.805809 6.572124 3.965961  0.128
62 H 0.762563 2.403141 -3.545697  0.064
63 H -5.382117 1.524769 -4.254846  0.115
64 C 0.124677 6.523703 3.390087  -0.013
65 H -0.208581 -0.689876 -4.531634  0.047
66 H -1.538050 1.251089 -1.860595  0.065
67 C -0.387112 -1.427229 -2.447907  -0.375
68 H 0.190148 2.843396 2.015790  0.126
69 H 3.756587 -3.108114 3.819512  0.068
70 H 2.623422 1.071205 -2.220671  0.053
71 H -1.304772 -2.076953 -4.282857  0.071
72 H 0.054020 -5.349876 0.439014  0.062
73 C -0.955179 -1.127409 -3.844925  -0.160
74 C 2.949817 3.703276 0.413944  -0.036
75 H 3.306520 6.356960 1.079154  0.117
76 H -0.283464 -3.132743 2.617005  0.071
77 C 2.675287 -2.352530 2.160293  -0.443
78 C -0.262502 2.078719 -3.395475  -0.162
79 C -3.581314 -0.187384 -0.378289  0.021
80 C 0.990556 7.632135 3.291780  -0.232
81 H 1.956741 -1.253650 -4.163937  0.067
82 C -2.209260 0.218232 1.819357  -0.231
83 C 1.095165 2.921400 1.348925  -0.117
84 H -0.205561 2.189692 -1.258396  0.051
85 Br -0.058532 -1.439234 5.675822  0.588
86 C -4.783748 -1.613425 -3.464087  -0.136
87 C -5.130365 0.673714 -3.585649  -0.133
88 C 0.464522 5.316983 2.777782  0.004

Atoms 1-3, force components in eV/Å:
C 0.7157 -0.1564 -0.1978
H -0.2854 0.6615 0.2961
H 0.1348 -0.2034 0.1657

No. 4
Entry from the Open Molecules 2025 dataset: a molecular structure, C32H35BrCdFN9O3S2 at a distorted geometry (wB97M-V/def2-TZVPD).

Results
Energy relative to the best compared isomer or geometry (same formula, charge and spin), kJ/mol: 0.0
E_LUMO, hartree: -0.0037
HOMO energy, eV: -7.3
HOMO-LUMO gap, eV: 7.159
Maximum force, eV/A: 1.31
Charge: 0

Each line ends with the Löwdin charge.
Positions of all 84 atoms, in Å:
1 H -3.349255 0.641317 3.098405  0.126
2 C -1.659005 -1.425957 -3.010064  0.026
3 H -6.463789 -0.222405 0.524701  0.122
4 H -4.197919 -0.795631 4.731578  0.129
5 H -4.582873 -4.112794 -1.807959  0.077
6 C 6.921623 -1.989243 -3.057502  -0.113
7 H 1.500101 0.548659 5.305312  0.110
8 N 2.880913 1.415591 0.512189  -0.061
9 C 3.095260 2.496363 -1.559575  -0.231
10 C -1.831657 0.529061 -1.114837  -0.074
11 H 3.133274 4.629720 -1.830584  0.103
12 C 3.128443 3.852038 0.640214  -0.029
13 N -5.156172 -1.740274 3.121214  -0.025
14 H 3.163386 3.677476 1.710978  0.055
15 H -4.840138 1.557376 3.410534  0.127
16 Cd 2.368650 -0.618497 -0.641119  1.272
17 C -6.334938 -1.533719 2.243336  -0.103
18 C 2.901824 0.167539 2.363299  -0.863
19 C -4.012409 0.556901 0.620841  -0.164
20 H -5.262496 -2.583000 3.678203  0.164
21 H 3.183990 4.469778 -4.302287  0.107
22 H 5.694027 -2.901471 -4.568689  0.108
23 C -3.020809 1.550821 0.687809  -0.195
24 C 2.949366 2.115517 4.996313  -0.097
25 H 4.020163 4.401267 0.332490  0.083
26 O 0.955892 -1.479619 -4.443174  0.032
27 C -3.758333 -3.412944 -1.662261  -0.058
28 O 0.495712 0.739334 -1.178996  -0.080
29 H 2.598371 -0.926739 3.996298  0.097
30 H -4.186126 -1.864678 2.551942  0.003
31 C 3.119536 1.208189 -3.464256  -0.118
32 C 3.149124 2.322685 -4.291700  -0.048
33 H 3.156094 2.202055 -5.365703  0.106
34 N -2.852086 -1.226053 -2.389730  -0.034
35 H -4.742935 -1.080856 -0.498521  0.099
36 H 3.563178 -2.320052 -3.378921  0.095
37 C -4.435217 0.602570 3.059464  -0.126
38 H 2.259314 4.475738 0.414653  0.087
39 F -3.123151 2.505661 1.644977  0.060
40 H -3.844631 -2.537818 -3.634271  0.121
41 H -6.888493 0.571311 2.038466  0.128
42 H -7.237215 -1.600928 2.852495  0.120
43 C -6.197364 -0.143062 1.575419  -0.123
44 H -6.339054 -2.341644 1.512675  0.123
45 N 2.659207 0.028355 3.689278  -0.038
46 C -0.515469 0.203208 -1.659343  -0.337
47 H 3.091921 0.207497 -3.882605  0.097
48 H -5.878355 -0.289431 4.464984  0.121
49 H 5.600793 -0.514075 -0.307460  0.069
50 N 3.099756 1.292705 -2.142324  0.055
51 C 5.663490 -1.031738 -1.258083  -0.211
52 N 2.755140 1.373871 1.864161  -0.005
53 C 4.534634 -2.053661 -2.977410  -0.134
54 O 1.582963 -1.769594 -2.312662  -0.173
55 H 3.452242 2.602975 4.162530  0.053
56 C -1.920500 1.501235 -0.111949  0.078
57 C 1.991269 1.054837 4.472705  -0.262
58 N 4.514097 -1.396758 -1.818930  0.002
59 C -0.503194 -0.809481 -2.678432  -0.039
60 H 2.406814 2.871407 5.567629  0.067
61 C -4.936241 -0.539690 3.975928  -0.096
62 C -3.906094 -2.216834 -2.594458  -0.193
63 H -4.870458 -1.723441 -2.477298  0.113
64 C 0.794157 -1.365762 -3.235650  -0.651
65 H -2.825578 -3.937079 -1.873152  0.084
66 Br 8.480999 -0.758746 -1.008448  0.738
67 C -1.846398 -1.837881 1.768752  -0.895
68 H -1.661212 -2.185920 -3.782466  0.150
69 H -3.724983 -3.106904 -0.615248  0.054
70 N -4.837303 0.290909 1.707491  -0.107
71 C 3.134407 3.663857 -2.314835  -0.016
72 C -2.930464 -0.302372 -1.365033  -0.129
73 C 6.881847 -1.309735 -1.852806  -0.675
74 H 7.867556 -2.213943 -3.531149  0.104
75 C 3.161055 3.571762 -3.698016  -0.061
76 C -4.004661 -0.293504 -0.465883  0.041
77 S 3.422381 -1.288940 1.540406  0.458
78 S -0.263710 -1.558618 1.518588  0.559
79 N -2.988790 -2.053527 1.949908  0.058
80 H 1.217093 1.519822 3.858547  0.104
81 C 5.718295 -2.368177 -3.628406  -0.047
82 C 3.032178 2.538739 -0.073896  -0.283
83 H -1.076189 2.156318 0.057731  0.140
84 H 3.705140 1.668754 5.643616  0.070

Atoms 1-3, force components in eV/Å:
H -0.0294 0.0316 -0.0002
C 0.0361 -0.0747 -0.0479
H -0.0320 0.0985 0.0075

No. 5
Entry from the Open Molecules 2025 dataset: 2 unconnected molecules or ions with the total composition C2H4NP at a distorted geometry (wB97M-V/def2-TZVPD).

Results
Energy relative to the best compared isomer or geometry (same formula, charge and spin), kJ/mol: 245.1
E_LUMO (alpha / beta), hartree: -0.0442 / -0.0433
HOMO energy (alpha / beta), eV: -8.6 / -8.6
HOMO-LUMO gap (alpha / beta), eV: 7.395 / 7.416
Maximum force, eV/A: 3.90
Charge: 0

Each line ends with the Löwdin charge.
Positions of all 8 atoms, in Å:
1 C 0.494600 -0.337352 1.546307  -0.073
2 C -0.612069 0.235468 0.823003  -0.323
3 H -0.010779 0.960425 -4.412334  -0.309
4 H 0.297925 -1.432451 1.403301  0.107
5 P -0.369121 0.022663 -3.283566  0.326
6 H 0.305288 -0.003859 2.625275  0.114
7 H 1.388853 0.006427 1.162160  0.047
8 N -1.494698 0.548679 0.135854  0.111

Atoms 1-3, force components in eV/Å:
C -3.0268 -0.9363 2.2798
C -1.7738 0.6865 -2.0949
H -0.3511 -0.9197 1.1096

Repeat the first record exactly.
Entry from the Open Molecules 2025 dataset: 2 unconnected molecules or ions with the total composition C3H7BrN3 at a distorted geometry (wB97M-V/def2-TZVPD).

Results
Energy relative to the best compared isomer or geometry (same formula, charge and spin), kJ/mol: 297.9
E_LUMO, hartree: -0.1202
HOMO energy, eV: -13.2
HOMO-LUMO gap, eV: 9.921
Maximum force, eV/A: 4.37
Charge: +1

Each line ends with the Löwdin charge.
Positions of all 14 atoms, in Å:
1 H -1.693913 -2.610024 -1.567222  0.110
2 H -0.399722 1.394736 -1.022115  0.039
3 H -3.428235 -1.410482 -0.092455  0.079
4 Br -1.878193 0.542392 0.517690  0.781
5 N 2.300241 0.358267 2.058736  0.150
6 H 2.016199 -0.594754 2.171881  0.149
7 C 1.261776 1.123669 0.038108  -0.141
8 H 1.302572 1.538135 -1.952871  0.209
9 N 0.661802 1.362029 -1.072313  0.126
10 C -2.368745 -1.110126 -0.220084  -0.593
11 H 2.662723 1.010909 2.698961  0.130
12 C -1.523437 -1.541374 -1.152617  -0.108
13 H -0.681194 -1.022677 -1.488420  0.006
14 N 1.768120 0.959296 1.082727  0.064

Atoms 1-3, force components in eV/Å:
H 0.1601 2.1033 0.3725
H 1.4684 0.1108 -0.4738
H 1.1428 -0.1287 0.4726

- energy relative to the best compared isomer or geometry (same formula, charge and spin) of number 4 (C32H35BrCdFN9O3S2)?
  0.0 kJ/mol